Record 1
Molecular formula: C77H75BrNO23Si
Method: DFT, ωB97M-V/def2-TZVPD

```
178
Properties=species:S:1:pos:R:3:forces:R:3
Br 5.7045 -2.7650 -1.8250 -0.536 1.027 -0.250
Si -2.1552 -0.6206 -0.8660 -2.019 -0.276 0.430
O 2.3866 -9.6719 -4.5150 -0.167 0.079 0.224
O 2.8542 -10.3037 3.2075 -0.039 0.239 0.088
O -1.4426 0.3350 5.4976 0.139 0.016 0.032
O 6.7096 -6.0536 -0.6681 0.018 0.095 0.192
O 2.2189 6.5459 2.8078 -0.096 -0.178 0.179
O -8.4001 9.6599 -0.6098 0.120 0.023 0.189
O -6.6220 1.9824 -11.9385 0.151 0.084 0.200
O 8.2308 -4.3514 -5.3074 -0.136 -0.168 0.068
O -5.7772 5.8128 1.1644 0.132 -0.163 -0.166
O 0.0441 5.0273 7.3950 0.113 -0.034 -0.258
O 5.4588 -8.5987 -3.7658 0.452 0.173 -0.196
O -4.8992 2.9793 -3.2300 0.058 0.081 0.178
O 2.8219 0.1156 3.9379 -0.302 0.439 -1.084
O -3.1516 -0.0941 10.4971 0.111 0.006 -0.279
O -5.0024 7.3650 -8.8615 -0.091 -0.059 0.213
O 4.3072 -0.5765 0.7357 -1.766 0.391 0.978
O 0.5084 -8.4795 0.2986 0.020 0.005 -0.120
O 9.3250 -4.9775 3.8131 -0.167 -0.029 -0.213
O -6.7337 6.9081 -3.8711 0.015 0.205 -0.337
O 1.1860 -5.7164 5.2747 0.082 -0.056 -0.166
O -1.2537 0.7279 -0.2617 0.548 -1.757 -1.460
O -5.7419 10.5618 3.8859 -0.107 -0.035 -0.197
O -3.4212 4.0727 -8.2678 -0.047 -0.251 -0.183
N 1.8866 -0.5323 1.8854 -0.520 0.265 0.503
C 7.1618 -7.7336 -5.1425 0.213 0.083 -0.183
C 4.2066 0.3760 1.8081 1.439 0.289 0.912
C 5.2293 -1.1453 -2.8648 0.257 1.719 -0.357
C 1.5691 -6.7716 4.8008 -0.167 0.156 0.106
C -7.9679 11.1258 1.1788 0.048 0.206 0.231
C -6.3522 10.3546 2.8549 0.184 0.048 0.314
C 6.5290 -5.2215 -3.9373 -0.150 -0.053 -0.046
C 7.3116 -5.8073 0.3601 -0.069 -0.124 -0.228
C -5.3986 7.2608 -7.7168 0.095 0.051 -0.323
C 0.4773 -2.0124 3.4072 -1.064 -1.462 -1.467
C 1.7823 -0.2016 0.4114 -0.011 -0.398 -1.066
C -7.3000 11.3514 2.3103 -0.209 0.115 -0.206
C -4.7557 6.3301 -6.7639 0.119 -0.065 0.320
C -6.3730 5.3837 -1.0727 -0.020 -0.083 -0.167
C 3.6750 0.4639 -1.3974 0.692 0.075 -0.273
C 0.5108 -9.4737 -3.1112 -0.296 0.028 0.173
C 1.1245 1.2051 0.0948 -1.040 -0.340 0.347
C -6.9791 7.9435 -5.9704 -0.052 0.136 -0.239
C 5.8340 -6.2893 -3.5502 -0.024 0.275 -0.043
C 0.5424 5.3782 6.3441 -0.171 0.043 0.454
C -6.8426 8.8720 0.9661 0.155 -0.025 0.133
C 3.0086 -7.1015 4.7272 0.229 -0.147 -0.071
C 8.2493 -6.7838 0.9544 0.174 -0.103 0.175
C 2.6809 1.2734 4.7872 0.243 1.211 1.622
C 0.5258 -0.6480 2.5574 -2.286 -1.152 1.277
C -1.1467 -2.2249 -1.1143 0.608 -0.099 -0.070
C 7.5950 -5.3271 -4.9560 0.161 0.224 -0.081
C -4.5270 4.1232 0.1089 0.208 -0.244 -0.081
C 7.1308 -4.5197 1.0626 0.026 0.194 0.246
C 2.8610 -8.9772 -2.3177 0.209 0.065 0.434
C 7.7874 -4.2495 2.1906 -0.235 0.116 -0.227
C 6.0966 -7.6253 -4.1224 -0.145 -0.197 0.109
C -3.4695 -1.0239 0.5017 0.674 -0.083 0.341
C 0.9404 -8.7545 -0.8070 0.017 0.059 0.298
C -7.7901 9.8679 0.4213 -0.173 -0.052 -0.293
C -5.8879 2.4610 -11.0974 -0.243 -0.135 -0.345
C -1.6117 -0.7887 8.8633 0.274 -0.135 -0.216
C -1.1809 -0.6800 7.6066 0.010 -0.071 0.187
C -4.3069 3.4099 -0.9946 0.117 0.021 0.276
C 2.3856 -8.6791 -1.1070 0.044 -0.027 -0.222
C 2.2651 0.9053 6.3000 -0.300 0.723 -1.403
C 1.9580 -9.3981 -3.4119 0.185 -0.101 -0.339
C 7.8587 -6.6649 -5.5311 -0.034 -0.303 -0.028
C 3.4279 -8.2544 4.2059 0.113 0.309 0.122
C 0.6017 4.4647 5.1822 0.083 -0.153 -0.340
C -3.1797 -0.2097 -2.4422 -0.141 0.532 0.006
C 0.6128 -7.7696 4.2760 -0.022 -0.223 -0.091
C -5.1927 6.2147 -5.5097 0.092 -0.021 -0.156
C -5.5775 5.1642 0.1541 -0.181 0.236 0.163
C -4.1565 3.5932 -9.1115 0.173 0.103 0.093
C -4.0122 3.9393 -10.5412 -0.042 0.000 -0.262
C -0.0313 0.9609 -1.0139 0.458 1.986 1.172
C -5.2273 2.6423 -8.7436 -0.213 -0.163 -0.017
C 1.7210 6.1993 3.8608 0.196 0.285 -0.329
C 1.1133 6.7318 6.1765 0.147 0.207 -0.190
C -2.9835 1.0284 7.1366 -0.146 0.066 0.133
C 0.0381 -9.1753 -1.9006 -0.066 -0.076 -0.265
C 2.4712 -9.2532 3.6804 0.052 -0.395 -0.193
C 5.1677 0.1377 -1.9253 -0.582 0.530 -0.320
C -6.1524 4.6697 -2.1764 -0.146 -0.060 0.183
C -6.5427 8.0593 -7.2248 -0.213 0.108 0.187
C 1.6619 7.1130 5.0220 -0.086 0.037 0.294
C -3.4151 0.9204 8.3933 -0.044 0.153 -0.305
C 8.7258 -5.2257 2.7861 0.271 0.045 0.367
C -0.1089 -3.1320 2.7647 1.112 2.482 0.929
C -6.0319 2.1151 -9.6664 0.070 0.013 0.330
C 1.0314 -8.9229 3.7543 -0.280 0.192 0.079
C -6.3363 7.0128 -5.0179 -0.078 0.001 0.222
C 1.1498 4.8456 4.0289 -0.144 -0.250 0.219
C 8.9065 -6.5141 2.0827 -0.068 -0.204 -0.236
C -5.1027 3.6301 -2.2213 -0.092 -0.063 -0.225
C -6.1749 9.0973 2.0971 -0.027 -0.193 -0.213
C -2.7612 0.0039 9.3525 -0.196 -0.003 0.454
C 2.7959 0.4425 2.5512 1.019 1.475 0.600
C 3.2165 -0.4978 -0.2155 0.652 -0.329 -1.837
C -4.8166 3.4123 -11.4644 0.244 0.186 0.075
C -1.8350 0.2364 6.6483 -0.010 0.022 -0.117
H -0.3409 -1.2523 7.2326 -0.026 -0.022 -0.009
H -0.9363 -2.8889 2.0333 1.520 -0.597 0.224
H -6.7240 7.9586 0.3998 -0.010 0.022 0.063
H -7.0006 8.7357 -7.9356 0.026 -0.016 -0.019
H -0.2494 -0.7701 1.7368 1.040 0.278 0.890
H 1.0657 -0.9939 -0.0028 1.068 1.093 0.635
H 0.2214 0.1167 -1.7241 -0.185 1.057 0.646
H 5.9261 0.1291 -1.0760 -1.088 -0.285 -1.121
H 0.8597 -2.0839 4.4762 0.250 0.156 -1.875
H 6.3447 -4.2350 -3.5238 0.175 -0.425 -0.328
H 7.3411 -8.7203 -5.5507 -0.038 -0.006 0.023
H 2.9850 0.3381 -2.3031 0.704 0.353 1.337
H 1.3061 0.3032 6.2369 1.289 0.434 0.236
H -7.1374 6.1494 -1.0242 0.003 -0.007 -0.055
H -3.4494 1.6944 6.4213 0.024 -0.015 -0.016
H -3.6055 -2.1518 0.5922 0.020 1.416 -0.244
H -1.8595 -3.0801 -1.3576 0.849 1.156 0.333
H 5.0515 -6.2287 -2.8043 0.035 -0.019 0.016
H 5.4523 1.0404 -2.5721 -0.410 -1.270 0.769
H 0.5473 1.5918 1.0078 0.749 -0.613 -1.268
H 3.9203 -8.9250 -2.5520 -0.278 -0.042 -0.022
H -5.3185 2.4013 -7.6916 0.031 0.028 0.008
H -0.4370 -7.5116 4.3386 0.018 0.021 0.019
H -8.6647 11.8445 0.7658 -0.001 -0.037 -0.025
H -4.4683 -0.5269 0.2891 1.269 -0.578 0.504
H 8.3694 -7.7210 0.4256 -0.027 0.021 -0.027
H 1.0612 7.3881 7.0361 -0.026 -0.045 0.010
H 7.6667 -3.3120 2.7189 0.044 -0.017 0.027
H 3.1539 -1.5426 -0.6855 0.236 1.343 0.856
H -2.6455 -0.4508 -3.4101 -0.760 0.259 1.007
H 1.8647 2.0040 4.4446 1.060 -1.209 -0.051
H -7.4180 12.2656 2.8783 0.029 -0.023 0.025
H 3.7112 1.5653 -1.0915 -0.345 -1.514 -0.287
H 2.4413 1.5272 2.4606 -0.148 -1.694 -0.207
H 6.0206 -0.9300 -3.6609 -0.939 -0.848 1.232
H -4.1810 -0.7617 -2.3700 1.499 0.562 -0.232
H -6.8205 1.4169 -9.4148 -0.004 0.009 -0.049
H -0.5769 -2.4976 -0.1569 -0.643 0.221 -1.458
H 3.6951 -6.3599 5.1166 -0.034 0.009 0.025
H -3.0106 -0.6864 1.4886 -0.937 -0.251 -0.989
H 1.8327 2.0380 -0.1851 -0.564 -1.234 0.147
H -7.8154 8.5194 -5.5939 0.018 -0.024 0.041
H -6.7242 4.8163 -3.0808 0.032 -0.032 0.081
H -4.2550 1.4924 8.7670 0.022 -0.024 0.035
H -4.7346 5.5376 -4.7990 -0.001 -0.016 -0.008
H -1.1456 -1.4549 9.5783 -0.036 0.017 0.023
H -0.1634 1.9686 -1.5302 0.219 -1.532 0.153
H 4.2400 -1.2774 -3.4062 1.230 -0.179 0.847
H -3.2238 4.6377 -10.7922 -0.018 0.011 0.056
H 2.3123 -1.4749 2.0240 -0.102 0.579 -0.403
H 1.2019 4.1890 3.1687 0.000 0.055 -0.051
H 3.0310 -8.3701 -0.2940 -0.017 -0.027 0.029
H -1.0175 -9.2261 -1.6638 0.019 0.000 0.038
H -3.9207 5.7549 -7.1393 -0.033 0.067 0.013
H 4.4777 -8.5123 4.1432 -0.016 -0.045 -0.006
H -3.4505 0.8999 -2.4418 0.378 -1.404 -0.174
H 0.1778 3.4772 5.3225 -0.071 0.011 0.057
H 2.0853 8.0994 4.8815 0.001 -0.023 -0.047
H 0.2431 0.2702 3.1512 0.744 -0.951 -0.646
H 3.0958 0.4088 6.8784 -1.096 0.514 -0.635
H 8.6417 -6.7253 -6.2767 -0.004 0.033 0.014
H 4.5677 1.4112 1.4701 -0.886 -1.255 0.332
H -4.7252 3.6536 -12.5159 -0.039 -0.025 0.004
H -3.9536 3.9763 1.0158 -0.026 0.026 0.017
H 1.9564 1.9114 6.7558 0.693 -1.463 -0.376
H 4.9712 0.0525 2.5983 -1.105 0.296 -1.123
H -0.4420 -2.1062 -2.0003 -0.634 -0.402 1.158
H 0.3450 -9.6641 3.3647 0.057 0.005 -0.032
H 6.4406 -3.8166 0.6122 0.026 -0.028 0.039
H -3.5423 2.6440 -1.0446 0.021 0.018 0.022
H -5.4785 8.3779 2.5094 -0.028 -0.004 0.005
H 9.5962 -7.2176 2.5321 0.003 0.043 0.024
H -0.1354 -9.7826 -3.9234 0.034 -0.010 -0.014
H 3.6815 1.8325 4.7621 -1.383 -0.603 0.182
H 0.2170 -4.1969 2.9366 -1.041 1.301 0.515
```
Forces are in eV/Å.

The LUMO energy is -3.553 eV. The gap between HOMO and LUMO comes out at 7.67 eV. The charge is +1.

---

Record 2
Molecular formula: C15H5BrCl56IN3OP
Method: DFT, ωB97M-V/def2-TZVPD

```
83
Properties=species:S:1:pos:R:3:forces:R:3
I -1.0070 0.8644 2.7387 -0.382 0.713 2.603
Br -1.6243 4.3781 1.2837 0.122 -0.563 0.644
Cl 1.3185 0.6657 5.6343 0.022 0.015 0.027
Cl 2.0493 -0.6793 -4.4894 -0.022 -0.157 -0.414
Cl -8.3096 -2.5541 -4.3998 -0.255 -0.147 -0.157
Cl -0.8564 0.3470 -2.6632 0.627 0.103 0.016
Cl -4.6256 -7.8511 5.9690 -0.010 0.094 0.004
Cl -10.5956 -2.6706 -2.6418 0.029 -0.004 -0.023
Cl -3.7443 -5.4436 7.2983 -0.044 -0.016 -0.038
Cl -2.2587 4.6713 7.0845 0.090 0.006 -0.040
Cl -4.6984 5.7199 8.2198 0.090 -0.118 -0.065
Cl 9.0361 -4.6338 -6.9462 -0.043 0.056 0.062
Cl -3.7387 -0.2481 -1.8965 -0.492 -0.071 0.040
Cl 9.5186 -3.2673 -4.4487 -0.058 -0.009 -0.046
Cl 2.8000 -12.3425 -5.5403 -0.067 0.031 0.041
Cl 4.7651 -0.2168 -3.6680 0.076 -0.330 -0.072
Cl -0.5858 0.0822 0.2232 0.718 -0.689 -2.392
Cl -6.9414 -4.4358 2.6918 -0.192 0.180 -0.229
Cl 5.6652 9.8258 -4.0152 -0.018 -0.047 0.090
Cl 7.7432 -2.1064 -6.4105 -0.003 -0.042 0.035
Cl -4.4545 -1.7063 -4.2854 -0.003 0.041 0.060
Cl -10.9805 -2.4504 -5.4967 0.040 -0.026 0.078
Cl 2.0968 6.8436 2.9506 0.114 0.622 0.185
Cl -5.0478 -3.5685 0.6947 -0.025 0.033 0.033
Cl 6.9447 -4.4709 -4.9620 0.118 -0.091 0.006
Cl 0.0840 -2.1379 -1.5435 -0.003 0.151 0.072
Cl 4.7938 5.2864 -4.5067 -0.158 -0.759 -0.432
Cl 2.5824 3.0295 6.7309 -0.006 0.052 -0.028
Cl -6.5054 -5.7233 6.4946 0.058 0.001 -0.028
Cl 6.5572 4.0947 -2.5433 -0.016 -0.040 -0.024
Cl 3.2850 0.4127 7.7331 -0.089 0.119 -0.090
Cl 1.3615 -10.5546 -3.7861 -0.086 -0.398 0.023
Cl -3.3061 3.5663 9.5388 0.002 0.020 -0.148
Cl 4.0759 -0.1808 -6.4795 0.015 0.006 0.087
Cl -6.2769 -1.6364 2.4593 0.010 -0.011 -0.024
Cl 2.7940 9.5075 3.8273 -0.054 -0.146 -0.052
Cl 0.9482 9.1509 1.6370 0.054 -0.107 0.058
Cl 3.8995 -5.7249 -2.9387 -0.057 0.011 0.005
Cl 4.0839 -2.6713 -5.0258 -0.003 0.421 0.003
Cl 0.0191 -11.7522 -6.0461 0.053 0.005 0.062
Cl 3.7449 8.5357 1.2814 -0.145 -0.087 0.222
Cl -4.4530 -5.3734 4.4971 0.202 -0.115 0.211
Cl -5.5931 0.9012 -3.7936 0.049 -0.056 0.041
Cl 1.7683 0.2036 -1.4535 -0.056 0.132 0.467
Cl 0.6895 1.5267 8.3163 0.049 0.050 -0.116
Cl -7.8473 -2.9212 0.4040 -0.022 -0.053 0.087
Cl 0.7605 -13.3795 -3.7789 0.022 0.079 -0.035
Cl -9.9800 -4.9094 -4.3611 0.001 0.081 0.023
Cl 1.1296 -5.4494 -2.1609 0.028 -0.027 -0.015
Cl 1.9122 -5.0215 -4.9136 -0.181 -0.247 0.131
Cl 4.0062 2.8782 -3.1316 -0.032 0.270 0.024
Cl -6.3892 -1.3523 -2.1727 0.310 0.183 0.129
Cl 6.3295 9.7455 -1.2051 -0.059 -0.011 -0.007
Cl 5.7703 7.2918 -2.6371 0.140 0.826 0.497
Cl 3.6366 9.1539 -2.0716 0.049 0.010 -0.125
Cl 6.1420 2.7982 -5.0866 -0.047 0.062 0.085
Cl -4.6711 3.0835 7.0373 0.057 0.002 -0.057
Cl 1.9544 -7.6826 -3.7942 0.096 0.451 -0.016
P -1.8535 4.3829 3.5193 -1.775 1.261 0.647
O -3.0868 3.3316 3.7565 1.200 0.099 -0.338
N -0.3708 3.6801 4.2537 0.911 -0.365 -1.577
N 1.8069 3.9833 3.2132 -0.476 -0.430 0.228
N 0.5506 2.1788 2.6896 -0.870 -0.798 -0.303
C 8.3127 -3.6207 -5.6926 0.027 0.012 -0.028
C 3.7436 -0.9427 -4.9188 0.116 -0.081 -0.049
C 2.2235 -5.9689 -3.4536 0.012 -0.051 -0.102
C 0.6080 3.2638 3.3841 0.703 0.158 0.479
C -9.9667 -3.1470 -4.2277 -0.003 -0.036 -0.111
C -6.5314 -3.1435 1.5628 -0.057 -0.074 -0.039
C 5.3532 9.0039 -2.4829 0.116 -0.005 -0.007
C 1.2351 -12.0098 -4.7894 0.000 -0.083 -0.067
C 5.3769 3.7634 -3.8213 -0.085 0.020 -0.167
C -3.7384 4.2626 7.9781 -0.184 0.059 0.250
C -4.8312 -6.0993 6.0653 0.034 -0.053 0.016
C 1.9702 1.4035 7.1088 -0.002 -0.168 0.200
C -5.0468 -0.6011 -3.0386 -0.162 -0.038 0.063
C 2.3994 8.5227 2.4197 0.159 0.450 -0.227
C 0.1052 -0.3828 -1.3731 -0.044 -0.133 -0.482
H 0.0499 4.4660 4.7492 -0.409 -0.009 0.223
H 1.6283 4.8594 2.7068 0.138 -0.644 0.179
H -3.2743 3.2690 4.7114 -0.130 0.031 -0.078
H 1.3445 1.9577 2.0955 -0.051 0.129 0.003
H 2.2162 4.1397 4.1321 0.222 0.292 -0.190
```
Forces are in eV/Å.

The LUMO energy is -4.113 eV. The gap between HOMO and LUMO comes out at 8.12 eV. The charge is +1.

---

Number 1: energy -207547.59571 eV. Number 2: energy -810829.96195 eV.